No. 1
Computed, not measured: 9 unconnected molecules or ions with the total composition C25H70F6N4O11P at a distorted geometry, with ωB97M-V/def2-TZVPD.

Calculated values
* frontier orbital gap: 9.191 eV
* net charge: -1
* E_HOMO: -6.735 eV
* energy: -81140.7754 eV

The geometry in XYZ format:
```
117
C25H70F6N4O11P (ωB97M-V/def2-TZVPD)
C 12.38 17.69 17.31
H 13.11 18.52 17.45
H 16.05 8.51 19.40
O 17.48 16.02 19.97
H 5.83 8.81 22.57
H 14.72 10.73 18.72
C 10.18 12.60 12.02
H 6.86 12.19 21.56
C 10.77 14.71 21.40
H 18.08 16.01 17.98
C 15.74 15.31 16.65
H 6.54 16.32 16.27
O 8.89 15.36 16.80
C 11.76 13.93 20.61
H 12.63 14.54 20.40
H 10.87 16.31 19.85
H 10.30 14.11 10.55
F 12.25 10.63 16.70
C 11.02 18.41 17.24
C 7.11 11.38 20.84
H 14.04 15.24 18.43
N 14.83 15.65 18.92
H 17.37 17.87 20.73
H 9.72 14.91 16.85
H 10.06 12.43 9.84
H 15.87 16.96 20.88
H 8.89 13.76 13.07
H 10.11 8.08 13.00
C 9.57 11.32 12.44
F 12.51 12.55 17.94
H 9.58 7.10 14.44
C 6.88 11.65 19.31
H 6.29 15.40 14.76
H 9.62 15.18 19.69
C 16.44 9.56 19.38
C 6.81 10.36 18.58
H 17.80 9.28 18.08
C 12.99 11.86 20.96
H 10.29 13.59 13.86
C 10.25 7.89 14.04
C 11.74 7.50 14.24
H 8.59 13.69 8.49
H 12.55 9.52 14.24
F 10.42 11.95 17.20
O 10.93 19.29 16.17
H 8.83 12.48 19.38
H 12.06 14.83 22.98
H 14.82 15.47 19.92
H 16.42 9.99 20.44
H 11.90 7.24 15.28
H 8.46 11.48 12.58
H 16.93 17.32 18.45
H 8.59 16.27 14.98
H 5.39 10.51 23.01
C 12.68 8.60 13.70
H 12.75 5.97 13.36
H 13.25 11.06 21.68
H 7.59 9.65 19.03
O 8.37 13.42 10.56
H 13.75 8.49 13.73
C 10.09 15.78 20.45
F 11.67 13.80 16.30
F 13.39 12.40 15.84
O 6.38 14.22 16.41
H 10.10 8.79 14.61
H 9.35 16.37 20.97
H 15.44 16.32 16.32
O 12.61 16.90 16.16
C 6.82 15.40 15.75
O 6.30 10.19 21.20
H 13.87 12.42 20.74
H 16.42 14.40 18.41
F 11.26 11.98 15.02
H 9.71 10.64 11.61
H 12.42 8.79 12.66
H 5.81 9.91 18.76
C 8.34 15.36 15.51
H 12.67 11.36 19.96
O 17.80 9.48 19.01
H 17.38 16.56 21.83
H 6.95 13.91 9.12
O 15.80 9.88 17.09
H 6.68 14.24 17.34
H 7.01 10.61 17.47
C 17.17 16.24 18.61
P 11.93 12.20 16.51
C 8.03 14.09 9.35
N 11.47 15.47 22.43
H 8.21 12.30 17.88
H 10.85 15.97 23.04
C 6.21 9.87 22.56
O 12.03 12.78 21.48
N 9.89 13.69 12.93
H 12.58 17.19 18.25
H 8.18 15.16 9.47
H 10.00 14.11 21.87
H 11.28 12.52 11.87
C 15.98 15.32 18.12
C 9.77 13.18 10.68
H 11.42 13.51 19.66
C 16.97 16.87 20.90
H 10.06 10.90 13.34
H 16.43 11.34 18.46
H 8.44 14.48 14.92
H 15.33 10.38 16.46
C 15.75 10.48 18.42
H 12.82 15.99 16.28
H 10.65 18.82 15.36
H 7.04 9.93 23.25
H 8.20 11.10 20.91
H 5.91 12.16 19.21
H 14.97 14.55 16.40
N 7.92 12.62 18.85
H 16.63 15.02 16.07
H 10.19 17.66 17.24
H 10.90 19.00 18.18
O 11.88 6.32 13.46
```


No. 2
Computed, not measured: 6 unconnected molecules or ions with the total composition C25H70FN5O5 at a distorted geometry, with ωB97M-V/def2-TZVPD.

Calculated values
* ΔE to the lowest compared entry with this formula, charge and spin: 3.0725 eV
* frontier orbital gap: 10.769 eV
* net charge: +4
* E_HOMO: -19.081 eV
* energy: -47425.3905 eV

The geometry in XYZ format:
```
106
C25H70FN5O5 (ωB97M-V/def2-TZVPD)
C -2.83 3.93 1.87
H -2.86 -4.20 3.27
C -2.19 -4.90 2.79
H 5.58 -1.97 1.61
H -2.64 2.82 4.49
H -0.21 -2.54 -3.13
H -3.70 -5.69 -0.31
H 3.50 4.68 0.08
N 3.40 -2.18 1.74
O -0.54 -2.33 1.11
H 1.82 0.13 0.13
N 3.51 4.44 -1.99
N -2.29 -4.87 1.24
H -5.44 2.06 3.14
C 2.25 -1.57 2.63
H 1.94 3.04 -0.04
C -0.25 0.18 -3.46
C -3.56 -5.72 0.77
H 4.59 2.55 -2.68
C -0.64 1.52 -4.07
C -2.68 -3.39 0.84
H 2.36 -0.98 -1.56
H -1.10 -5.62 -0.48
H 4.96 5.57 -3.17
H -0.69 -1.82 -1.51
H 3.87 4.47 -4.13
H -0.12 -1.47 0.99
H -3.60 0.64 1.89
H 5.48 3.59 -1.79
F 0.08 0.32 0.64
H -1.71 0.44 -1.38
H 4.43 6.00 -0.83
H 4.97 -1.17 2.96
C -1.04 -5.53 0.60
H 1.92 1.88 -1.37
C -1.89 -2.23 1.52
H 3.20 -3.28 -0.20
H 4.02 -1.19 -1.04
H 0.42 -0.25 -4.20
H 4.59 -3.85 1.74
H -1.02 2.27 -3.38
C -1.38 1.22 3.51
H -1.59 -1.30 -5.38
H 0.29 0.26 -2.51
H -4.95 3.72 3.49
H 3.92 -3.50 3.36
C 4.46 3.21 -1.82
C -4.86 2.90 2.78
C -3.35 1.51 1.28
C 3.53 5.39 -0.75
O 2.77 0.08 -0.01
H 1.46 -2.32 2.69
H -2.71 -0.19 -4.90
H -0.98 0.85 4.45
H -0.25 2.05 -0.55
H -2.25 -5.86 3.30
H -0.12 1.37 1.97
H -2.21 -1.26 1.15
H 2.25 3.32 -3.14
C 3.69 -3.58 2.30
C -2.20 -1.07 -4.51
H -1.62 0.23 3.12
C 3.96 5.16 -3.29
H -2.34 1.58 0.88
H -5.34 3.09 1.82
H 1.84 -0.66 2.21
H -0.80 -6.49 1.05
H 4.23 2.75 -0.85
H 3.19 5.93 -3.32
H 2.60 -1.50 3.67
N -3.36 2.59 2.45
H -1.19 -4.52 3.00
H -3.40 1.37 4.21
H -2.40 -3.37 -0.22
O 0.56 2.03 -4.57
H -1.92 -2.20 2.61
H -4.12 1.82 0.57
H 0.40 2.92 -4.88
C -2.30 0.14 -2.24
H 2.73 6.13 -0.71
O 0.10 2.83 -0.98
H -2.89 -1.90 -4.31
C 1.54 2.84 -1.03
C -0.99 -2.09 -2.52
C 4.71 -1.40 1.93
H -1.83 3.72 1.48
H 1.79 -2.69 0.30
H -2.77 4.65 2.69
C 2.99 -1.14 -0.68
C -2.69 2.04 3.72
N -1.46 -0.73 -3.21
H -3.25 -6.74 1.01
H -1.84 -2.78 -2.58
H 2.83 -4.16 1.99
H -3.61 4.22 1.16
H 4.70 -0.49 1.34
H -4.39 -5.41 1.40
H -3.76 -3.29 0.98
H -2.57 1.05 -2.77
C 2.83 -2.37 0.28
H 1.40 4.63 -2.38
O -0.37 1.88 2.75
H -1.32 1.38 -4.91
H -3.10 -0.58 -2.03
H -0.29 -4.85 1.00
C 2.11 3.83 -2.18
```